A structure of composition C4H8O2, computed with ωB97M-V/def2-TZVPD.

Output
- DFT total energy: -307.6199 Ha
- Energy above the lowest of the compared OMol25 structures with the same formula, charge and spin: 2.5189 eV
- LUMO: 1.01 eV
- HOMO energy: -0.316 Ha
- Strongest force on any atom: 0.60 eV/A
- 2S+1: 1
- Gap between HOMO and LUMO: 9.62 eV

```
14
Properties=species:S:1:pos:R:3:forces:R:3:lowdin_charge:R:1
C -2.007122 -0.339185 0.223145 -0.45 0.27 -0.02 -0.1457
C -1.626404 0.864674 -0.358080 -0.34 -0.15 0.03 -0.0392
O 0.300374 1.064117 -0.347839 0.34 -0.24 -0.01 -0.0034
C 0.958282 0.038559 -0.058716 0.16 0.21 -0.04 -0.5581
O 0.444996 -1.128302 0.095402 0.00 0.18 0.14 0.0403
C 2.449746 0.184090 0.100005 0.09 -0.04 0.08 0.0144
H -0.723596 -0.931050 0.218423 0.49 0.15 -0.30 0.0824
H -2.308349 -0.335128 1.265956 -0.09 -0.01 -0.10 0.0713
H -2.476240 -1.070520 -0.429360 0.06 -0.03 0.09 0.0766
H -1.612583 0.966705 -1.439043 -0.13 -0.02 0.17 0.1011
H -1.675262 1.806199 0.177797 0.06 -0.15 -0.01 0.0961
H 2.694928 1.208387 0.393556 -0.08 -0.20 -0.05 0.0875
H 2.932146 -0.018644 -0.861708 -0.10 -0.02 0.11 0.0915
H 2.823125 -0.531806 0.832691 -0.01 0.04 -0.08 0.0851
```
Forces are in eV/Å.

---

The molecule C4H8O2, computed with ωB97M-V/def2-TZVPD.

Output
- DFT total energy: -307.5036 Ha
- Energy above the lowest of the compared OMol25 structures with the same formula, charge and spin: 5.6839 eV
- LUMO: 0.87 eV
- HOMO energy: -0.269 Ha
- Strongest force on any atom: 0.97 eV/A
- 2S+1: 1
- Gap between HOMO and LUMO: 8.20 eV

```
14
Properties=species:S:1:pos:R:3:forces:R:3:lowdin_charge:R:1
C -0.933731 0.020406 0.721119 0.24 0.35 0.44 -0.1335
C -0.647638 1.303036 -0.016099 -0.26 0.15 0.05 -0.1545
O 0.738560 1.502310 0.237109 0.09 0.17 0.02 -0.0740
C 1.347010 0.263533 0.132270 0.05 -0.05 -0.11 -0.1546
O 0.306115 -0.733943 0.422886 -0.91 0.14 -0.32 -0.2390
C -0.282152 -1.572249 -0.895975 0.38 -0.50 -0.48 -0.0032
H -0.951505 0.121056 1.801636 -0.03 0.33 0.18 0.1296
H -1.820477 -0.499716 0.344897 0.69 -0.12 0.11 0.1136
H -0.840754 1.190927 -1.092170 0.00 -0.04 0.24 0.1317
H -1.193774 2.147439 0.397113 0.05 0.07 -0.08 0.1333
H 2.161528 0.210967 0.864988 -0.36 -0.23 -0.03 0.1466
H 1.726294 0.047515 -0.875028 -0.24 -0.03 0.15 0.1309
H -0.164818 -2.571876 -0.453522 0.09 -0.01 -0.20 -0.0043
H 0.555342 -1.429407 -1.589225 0.20 -0.24 0.03 -0.0227
```
Forces are in eV/Å.

---

The molecule C4H8O2, computed with ωB97M-V/def2-TZVPD.

Output
- DFT total energy: -307.5341 Ha
- Energy above the lowest of the compared OMol25 structures with the same formula, charge and spin: 4.8529 eV
- LUMO: 0.37 eV
- HOMO energy: -0.275 Ha
- Strongest force on any atom: 0.50 eV/A
- 2S+1: 1
- Gap between HOMO and LUMO: 7.86 eV

```
14
Properties=species:S:1:pos:R:3:forces:R:3:lowdin_charge:R:1
C 2.301741 -0.644677 0.127642 -0.18 -0.36 0.29 -0.0093
C 0.291859 1.349725 -0.728064 0.02 -0.10 0.03 -0.0099
C -0.137957 0.113806 -0.012037 0.05 -0.19 0.05 -0.3140
O 0.615584 -0.767835 0.410370 -0.15 0.31 -0.29 -0.0480
C -1.627928 -0.104093 0.186808 0.07 0.25 -0.12 -0.1985
O -1.957045 -1.012086 1.189838 0.03 -0.18 -0.11 -0.0209
H 2.562117 -0.966138 1.160444 -0.05 0.21 -0.27 -0.0272
H 1.273864 1.209924 -1.187225 -0.23 -0.01 0.12 0.0669
H 2.366435 -1.612725 -0.417756 -0.11 0.27 0.07 -0.0277
H -0.489906 1.657671 -1.432601 0.17 -0.06 0.10 0.0938
H 0.377473 2.138281 0.032212 0.03 -0.10 -0.10 0.1136
H -2.116635 0.844495 0.428528 0.17 -0.02 0.00 0.1388
H -2.020936 -0.393274 -0.806872 0.11 0.00 0.12 0.1448
H -1.438666 -1.813074 1.048712 0.05 -0.02 0.12 0.0976
```
Forces are in eV/Å.

---

A cluster of 2 separate species, C4H8O2 in total in a non-equilibrium geometry, computed with ωB97M-V/def2-TZVPD.

Output
- SMILES: C=C/C=C/O.O
- DFT total energy: -307.6339 Ha
- Energy above the lowest of the compared OMol25 structures with the same formula, charge and spin: 2.1368 eV
- LUMO: 0.36 eV
- HOMO energy: -0.290 Ha
- Strongest force on any atom: 1.95 eV/A
- 2S+1: 1
- Gap between HOMO and LUMO: 8.26 eV

```
14
Properties=species:S:1:pos:R:3:forces:R:3:lowdin_charge:R:1
C 1.916631 -0.176429 2.283019 0.50 -0.99 1.04 -0.0214
C 1.288857 -0.812537 1.300557 -1.55 1.19 -0.04 -0.2184
C 0.378167 -0.184828 0.333462 -0.22 -1.49 -0.64 -0.1075
C 0.088666 -0.926490 -0.762750 0.00 1.58 0.39 -0.1890
O -0.638618 -0.488743 -1.823557 -0.03 0.02 0.41 -0.0028
H 2.611135 -0.740648 2.909754 -0.31 0.06 -0.02 0.0456
H 1.710181 0.816052 2.665642 0.14 0.28 -0.77 0.0510
H 1.188192 -1.884495 1.218424 1.19 -0.33 -0.01 0.0966
H -0.107385 0.767120 0.481605 0.31 0.31 0.03 0.0921
H 0.521854 -1.907199 -0.885738 -0.10 -0.15 -0.25 0.1166
H -0.980856 0.404929 -1.605824 0.06 -0.50 -0.07 0.0628
O -2.129444 1.828474 -0.861584 -0.49 0.85 -0.26 -0.0527
H -2.640164 2.379721 -1.487442 0.38 -0.53 0.32 0.0694
H -2.119464 2.371649 -0.059417 0.12 -0.30 -0.13 0.0578
```
Forces are in eV/Å.

---

The molecule C4H8O2, computed with ωB97M-V/def2-TZVPD.

Output
- SMILES: COC[C@H]1CO1
- DFT total energy: -307.6157 Ha
- Energy above the lowest of the compared OMol25 structures with the same formula, charge and spin: 2.6330 eV
- LUMO: 1.08 eV
- HOMO energy: -0.365 Ha
- Strongest force on any atom: 0.34 eV/A
- 2S+1: 1
- Gap between HOMO and LUMO: 11.03 eV

```
14
Properties=species:S:1:pos:R:3:forces:R:3:lowdin_charge:R:1
C 1.135878 -1.972145 -0.793005 0.13 -0.28 -0.05 -0.1113
O 0.311797 -0.831108 -0.801817 -0.07 0.09 -0.10 -0.1788
C 0.273567 -0.127875 0.412610 -0.01 0.11 0.23 -0.1966
C -0.196153 1.275638 0.128803 0.08 -0.14 -0.11 -0.2781
C -1.544594 1.685284 0.513647 -0.31 -0.04 -0.13 -0.1112
O -0.414108 2.060187 1.289872 0.07 0.10 0.18 -0.0355
H 2.129782 -1.742731 -1.200357 -0.11 0.00 0.08 0.0888
H 1.265583 -2.387281 0.214942 -0.11 0.05 -0.11 0.0875
H 0.658781 -2.726214 -1.424357 0.13 0.04 0.07 0.0871
H 1.259709 -0.089111 0.899925 -0.03 0.01 -0.17 0.1344
H -0.422948 -0.608820 1.118506 0.13 0.06 -0.03 0.1351
H 0.312938 1.780409 -0.694992 -0.12 -0.07 0.16 0.1519
H -2.194806 0.939372 0.972824 0.09 0.15 -0.06 0.1151
H -2.052057 2.499959 0.000196 0.13 -0.10 0.04 0.1116
```
Forces are in eV/Å.

---

A cluster of 2 separate species, C4H8O2 in total, computed with ωB97M-V/def2-TZVPD.

Output
- SMILES: C=C(C=O)OC.[H][H]
- DFT total energy: -307.5958 Ha
- Energy above the lowest of the compared OMol25 structures with the same formula, charge and spin: 3.1726 eV
- LUMO: 0.14 eV
- HOMO energy: -0.347 Ha
- Strongest force on any atom: 0.54 eV/A
- 2S+1: 1
- Gap between HOMO and LUMO: 9.57 eV

```
14
Properties=species:S:1:pos:R:3:forces:R:3:lowdin_charge:R:1
C 0.291725 0.478993 -1.527333 0.01 0.02 0.16 0.1209
C 0.167170 0.442878 -0.199724 0.07 -0.08 -0.37 -0.3392
C 0.709711 -0.703389 0.588515 0.14 -0.32 -0.07 -0.2043
O 0.937555 -1.799333 0.130005 -0.10 0.48 0.22 0.0265
O -0.327242 1.514400 0.484309 0.09 0.02 -0.07 -0.1056
C -0.995461 1.249873 1.707839 -0.14 -0.03 0.26 -0.0870
H 0.745980 -0.355970 -2.048568 -0.07 0.17 0.14 0.0383
H -0.026495 1.353143 -2.087420 0.01 -0.16 0.09 0.0807
H 0.938519 -0.480239 1.650261 -0.04 -0.04 -0.10 0.1275
H -1.730249 2.046048 1.841800 0.10 -0.11 -0.01 0.0932
H -1.519744 0.286150 1.687212 0.06 0.14 -0.03 0.1001
H -0.299620 1.264161 2.555492 -0.11 0.01 -0.12 0.0886
H 0.547288 -2.571620 -2.026920 0.01 -0.07 -0.11 0.0161
H 0.560863 -2.725095 -2.755468 -0.02 -0.04 -0.01 0.0441
```
Forces are in eV/Å.